16
Properties=species:S:1:pos:R:3:forces:R:3 method="wB97M-V/def2-TZVPD" homo_lumo_gap_ev="13.8 / 2.5" lumo_energy_ev="-2.88 / -11.75" spin_multiplicity=2 total_charge=+1
C 0.1623 2.5323 1.5806 -0.52 -0.83 0.51
C 0.9571 1.5863 2.4602 -0.10 0.61 -0.94
H 0.5257 3.5577 1.4679 0.11 0.13 -0.12
H 0.0916 2.1567 0.5214 0.52 0.01 0.19
H -0.8386 2.5556 2.0087 -0.07 0.38 -0.16
H 0.6933 0.5161 2.3929 -0.16 -0.15 0.24
H 2.0275 1.5900 2.2436 0.03 0.14 -0.03
H 0.6365 1.8822 3.4703 0.19 -0.32 0.27
C -0.1594 -1.5131 -2.3927 -0.17 -1.10 0.62
C -0.8700 -2.5886 -1.6068 -0.16 0.87 -1.39
H -0.6886 -0.5632 -2.4765 0.02 0.09 0.18
H 0.8583 -1.4777 -1.9992 0.23 0.50 -0.51
H -0.0888 -1.8218 -3.4758 0.25 -0.04 0.13
H -0.2740 -3.4764 -1.4470 0.09 0.02 0.32
H -1.8334 -2.8569 -2.0722 -0.11 -0.02 0.26
H -1.1996 -2.0791 -0.6753 -0.14 -0.29 0.42



16
Properties=species:S:1:pos:R:3:forces:R:3 method="wB97M-V/def2-TZVPD" homo_lumo_gap_ev="11.7 / 4.0" lumo_energy_ev="-3.48 / -11.02" spin_multiplicity=2 total_charge=+1
C -1.0222 -0.0818 -1.8141 1.24 -1.70 0.23
C -0.3872 1.2429 -1.7729 1.01 3.00 1.90
H -0.1909 -0.9092 -1.7520 -1.50 1.12 -0.50
H -1.6039 -0.2248 -0.9168 -0.65 -0.18 0.07
H -1.6427 -0.1295 -2.6992 -0.03 -0.77 -0.09
H -0.0434 1.4841 -0.6741 -0.79 -0.07 -1.65
H 0.5739 1.3372 -2.2807 -0.20 -0.13 -0.48
H -1.0568 2.1010 -2.1256 0.91 -1.24 0.58
C 0.8874 -0.7591 1.1375 0.18 0.19 -2.38
C 0.4890 -0.3489 2.4352 -1.99 -2.28 0.13
H 0.7930 0.1591 0.4905 0.91 -1.33 -0.11
H 1.9655 -1.3318 1.0444 -1.47 0.89 -0.18
H 0.3679 -1.7009 0.6878 0.53 0.44 0.67
H 0.7823 -1.1398 3.1236 -0.25 0.02 0.86
H 0.8174 0.6344 2.5173 0.20 1.99 1.03
H -0.7292 -0.3329 2.5993 1.91 0.05 -0.09



16
Properties=species:S:1:pos:R:3:forces:R:3 method="wB97M-V/def2-TZVPD" homo_lumo_gap_ev="14.2 / 3.8" lumo_energy_ev="-2.86 / -11.69" spin_multiplicity=2 total_charge=+1
C 0.0940 0.4299 -1.9586 0.16 0.91 -0.28
C 0.1787 1.7904 -1.3566 0.21 -1.08 0.48
H -0.1273 -0.3403 -1.1752 -0.35 -0.22 -0.01
H -0.7337 0.3008 -2.6875 -0.17 -0.25 0.34
H 1.0275 0.1817 -2.4561 -0.01 -0.13 0.03
H -0.6374 2.1885 -0.7622 -0.31 -0.26 -0.23
H 0.3984 2.4835 -2.1979 0.38 0.35 0.08
H 1.1143 1.8220 -0.7440 0.03 0.50 -0.27
C -0.5581 -0.4761 1.5941 -0.58 -0.63 0.76
C 0.2672 -1.6966 1.7588 0.45 0.15 -0.26
H -1.1279 -0.2651 2.5070 0.28 0.16 0.03
H -0.0167 0.4726 1.3733 0.03 0.07 -0.23
H -1.2875 -0.6247 0.7798 0.25 0.32 -0.46
H 0.8987 -1.9210 0.8813 -0.18 0.01 -0.19
H -0.3771 -2.6112 1.7883 0.09 0.01 0.02
H 0.8868 -1.7342 2.6556 -0.27 0.09 0.18



38
Properties=species:S:1:pos:R:3:forces:R:3 method="wB97M-V/def2-TZVPD" homo_lumo_gap_ev="5.5 / 5.5" lumo_energy_ev="-0.62 / -0.59" spin_multiplicity=2 total_charge=-1
Ag 19.2271 -17.3595 -8.2200 0.42 -0.17 -0.24
C 22.5909 -19.2388 -10.4254 -3.55 0.85 -0.17
O 23.5304 -19.7840 -10.9024 4.51 -1.87 -3.29
O 21.6140 -18.6804 -10.9648 -1.04 1.26 -1.23
O 22.5087 -19.3946 -9.2056 -0.45 0.04 4.97
N 17.7482 -16.6568 -4.3531 -4.19 -0.26 2.10
S 16.1832 -16.6860 -3.6148 -4.86 0.69 -2.60
O 15.2664 -15.6382 -4.0951 2.37 -1.34 0.72
O 15.9550 -17.1232 -2.2545 1.34 0.50 -0.95
F 15.6749 -17.9296 -4.4320 0.04 -0.68 -0.51
S 18.3652 -16.2831 -2.9787 7.59 4.21 2.90
O 18.8554 -17.2884 -2.0790 -1.59 -0.32 -0.04
O 18.0597 -14.9404 -2.3859 -0.29 -3.31 -1.60
F 19.8393 -15.9921 -3.6777 -0.38 0.47 -0.23
C 17.4517 -13.9704 -12.4337 1.23 -2.78 1.85
O 17.3276 -14.5016 -11.3764 -0.93 -1.33 3.93
N 16.6160 -13.1991 -12.9545 -6.19 5.49 -2.30
N 18.3975 -14.3362 -13.2102 4.30 -1.01 -2.96
H 16.7015 -12.7236 -13.8414 0.04 -0.40 0.26
H 15.7017 -13.2058 -12.5256 0.23 0.46 -0.01
H 18.9011 -15.1254 -12.8312 0.72 0.41 -0.71
H 18.5632 -13.7818 -14.0380 0.68 -0.92 0.01
C 15.6886 -20.6402 -11.3268 2.20 0.00 1.57
O 16.0597 -20.0540 -10.3107 0.37 0.84 -0.88
N 16.3530 -20.8349 -12.4689 1.77 1.25 -1.43
N 14.6212 -21.3711 -11.2864 -3.81 -1.76 0.89
H 17.2255 -20.3304 -12.5354 -0.01 -0.42 -0.34
H 16.1622 -21.6468 -13.0386 0.33 0.45 0.14
H 14.3143 -21.9562 -12.0503 -0.14 0.16 0.55
H 14.2883 -21.4301 -10.3347 -0.63 -0.45 -0.43
C 23.1427 -12.8729 -9.3429 -1.65 -2.17 2.87
O 22.3109 -13.6213 -8.8600 -0.97 -0.51 -0.18
N 24.1154 -12.3981 -8.6151 2.68 1.61 1.92
N 23.2021 -12.5065 -10.5747 -0.50 0.63 -4.05
H 24.7614 -11.7980 -9.1077 0.21 0.02 1.02
H 23.9850 -12.4049 -7.6136 0.39 0.12 -0.29
H 23.7824 -11.7153 -10.8141 -0.58 -0.41 -0.68
H 22.4991 -12.9690 -11.1332 0.34 0.65 -0.58



24
Properties=species:S:1:pos:R:3:forces:R:3 method="wB97M-V/def2-TZVPD" homo_lumo_gap_ev=10.7 lumo_energy_ev=-0.48
K -0.0707 -0.5196 0.8851 0.13 0.48 0.13
B 0.5690 1.9046 2.9609 0.15 1.03 0.88
F -0.7806 2.1074 3.2771 0.04 -0.32 -0.11
F 0.9112 0.5399 3.1672 -0.14 -0.44 -0.46
F 0.7476 2.2254 1.5900 0.08 -0.49 -0.31
F 1.3971 2.6974 3.7659 -0.25 -0.28 -0.42
C -4.0371 -2.2187 -1.3074 -0.40 -0.59 0.06
C -3.4337 -0.8318 -1.2443 -0.03 -0.40 0.06
O -2.0031 -0.8999 -1.1841 0.19 0.14 0.22
H -5.1310 -2.2126 -1.3017 0.07 0.30 -0.24
H -3.7887 -2.8758 -0.4698 0.36 0.34 0.11
H -3.7119 -2.7435 -2.2095 -0.06 0.09 -0.07
H -3.7496 -0.2965 -0.3515 0.05 0.01 0.04
H -3.7508 -0.2500 -2.1115 0.06 0.07 -0.01
H -1.6697 -1.2981 -1.9943 -0.09 0.03 -0.04
C 3.8091 0.6768 0.2711 -0.10 -0.22 0.01
C 2.7016 0.8327 -0.7547 0.85 -0.29 -0.55
O 2.0159 -0.4209 -0.9497 -0.82 0.23 0.32
H 3.4162 0.3674 1.2417 -0.15 0.49 0.07
H 4.3599 1.6150 0.3348 0.04 -0.08 0.30
H 4.5028 -0.1317 0.0184 0.04 0.19 -0.40
H 3.1051 1.1380 -1.7279 0.12 0.00 0.12
H 2.0024 1.6218 -0.4847 -0.31 -0.38 0.30
H 2.5891 -1.0274 -1.4210 0.18 0.05 -0.01



19
Properties=species:S:1:pos:R:3:forces:R:3 method="wB97M-V/def2-TZVPD" homo_lumo_gap_ev="6.4 / 8.4" lumo_energy_ev="0.23 / 0.03"
B 1.9121 -0.5060 0.1173 -1.89 0.43 -1.29
C 2.4736 0.4633 -0.9442 1.35 -0.40 -0.53
C -0.9853 1.7751 0.1678 0.29 0.76 1.26
C -1.4143 -1.9199 -0.0763 -4.13 2.47 -0.76
C -1.7696 0.4756 0.4431 0.56 -1.69 -2.34
N -1.0789 -0.5240 -0.4396 0.05 -1.36 1.13
O 2.1745 -0.9664 1.3038 1.99 -0.46 1.36
H 1.8040 0.5335 -1.8165 0.30 0.18 0.46
H 3.5159 0.2319 -1.3100 -0.89 -0.11 0.27
H 2.6128 1.4204 -0.4410 -0.34 0.35 -0.08
H -1.5257 2.5734 -0.4118 0.62 -0.98 0.34
H -0.9169 2.1326 1.2297 0.58 0.59 -1.07
H 0.0885 1.5557 -0.2476 -2.34 0.43 0.74
H -2.6125 -2.0338 -0.3454 2.48 0.20 0.66
H -0.9723 -2.6603 -0.6575 1.24 -0.95 -1.05
H -1.3646 -2.1384 0.9638 0.27 -0.18 1.03
H -1.7507 0.2300 1.5384 -0.22 -0.05 -0.93
H -2.8300 0.3756 0.0011 1.17 0.77 1.02
H 3.1227 -0.8879 1.6211 -1.09 0.01 -0.22



Results for DFT total energy: -159.14184, -159.12441, -159.15186, -2438.29797, -1334.61121, -314.30277 (in hartree, following the order of the records).
Results for ΔE to the lowest compared entry with this formula, charge and spin: 17.6, 28.5, 11.3, 107.2, 3.6, 153.2 (in kcal/mol, following the order of the records).